No. 1
Below is a cluster of 15 separate species, C4H40N3O14 in total at a distorted geometry, with properties calculated with ωB97M-V with the def2-TZVPD basis set.

```
! wB97M-V def2-TZVPD RIJCOSX def2/J DEFGRID3
* xyz 1 1
C -4.43 0.21 -0.96
C -3.26 -0.26 -1.88
C -2.81 -1.72 -1.96
N -0.59 -2.38 -3.83
C -0.35 -2.02 -2.55
N -1.34 -1.94 -1.59
N -4.03 0.41 0.51
H -5.24 -0.53 -1.15
H -4.76 1.25 -1.37
H -3.60 0.04 -2.89
H -2.34 0.36 -1.67
H -3.33 -2.37 -1.16
H -3.17 -2.07 -2.94
H 0.27 -2.59 -4.42
H -1.52 -2.19 -4.26
H 0.69 -2.22 -2.15
H -0.85 -1.65 -0.66
H -3.02 0.45 0.46
H -4.34 -0.42 1.13
H 5.03 1.68 1.77
H 4.75 2.56 0.46
O 4.36 2.04 1.26
H 3.57 -1.65 2.95
H 3.00 -1.21 4.19
O 3.16 -1.97 3.74
H 1.99 0.48 2.05
H 3.12 0.58 0.93
O 2.64 -0.07 1.38
H 0.57 0.23 -5.36
H 1.73 0.30 -4.55
O 0.81 -0.24 -4.61
H -0.66 0.62 5.78
H -0.99 1.90 4.73
O -0.35 1.28 5.25
H 0.88 -2.11 0.85
H 2.24 -1.97 0.26
O 1.40 -2.27 0.01
H -1.90 3.85 0.75
H -1.30 5.03 0.21
O -0.98 4.11 0.43
H 0.49 2.05 0.11
H 0.28 2.70 1.46
O 0.63 1.94 0.95
H -0.99 -0.81 2.59
H -0.96 0.45 1.90
O -1.39 -0.06 2.48
H -3.25 2.43 2.86
H -3.95 3.11 1.70
O -3.28 3.12 2.27
H 3.53 0.13 -2.30
H 3.60 1.53 -2.35
O 3.60 0.83 -2.91
H 1.36 -3.20 2.76
H 1.03 -1.92 3.40
O 0.75 -2.44 2.66
H 4.10 -1.23 -0.13
H 3.97 -2.52 -1.19
O 3.89 -1.42 -1.08
H 0.89 0.06 -1.71
H 0.45 1.29 -1.24
O 0.18 0.43 -1.35
*
```

Computed properties:
- LUMO level: -0.089 Ha
- Relative energy (zero: lowest compared OMol25 entry of this formula, charge and spin): 4.249 eV
- HOMO: -11.91 eV
- Energy: -37922.513 eV

=====

No. 2
Below is a structure of composition C26H33BN6O8PSSr at a distorted geometry, with properties calculated with ωB97M-V with the def2-TZVPD basis set.

```
! wB97M-V def2-TZVPD RIJCOSX def2/J DEFGRID3
* xyz 1 1
Sr 0.64 0.28 -1.43
C 1.50 1.18 6.60
C 1.67 0.78 5.17
C 0.76 1.18 4.19
C 0.93 0.83 2.87
C 2.02 0.04 2.51
C 2.94 -0.36 3.45
C 2.76 0.00 4.78
S 2.16 -0.32 0.76
O 3.44 -0.90 0.43
O 1.91 0.99 0.14
N 0.95 -1.23 0.27
C 0.91 -2.59 0.49
C 1.64 -3.24 1.46
C 1.58 -4.63 1.61
C 0.78 -5.39 0.81
C 0.01 -4.78 -0.20
C -0.83 -5.50 -1.07
C -1.52 -4.85 -2.06
C -1.34 -3.46 -2.18
N -0.56 -2.76 -1.40
C 0.09 -3.38 -0.40
H 0.53 1.63 6.77
H 2.27 1.90 6.88
H 1.62 0.31 7.25
H -0.10 1.78 4.48
H 0.24 1.14 2.09
H 3.79 -0.95 3.15
H 3.47 -0.33 5.52
H 2.26 -2.65 2.12
H 2.17 -5.08 2.39
H 0.73 -6.46 0.94
H -0.92 -6.57 -0.94
H -2.17 -5.37 -2.74
H -1.85 -2.89 -2.96
C -3.33 2.35 -4.43
O -2.86 3.07 -3.29
C -1.58 3.38 -3.24
O -0.79 3.21 -4.16
N -1.27 4.05 -2.09
N 0.08 4.17 -1.71
H -3.94 3.01 -5.05
H -3.94 1.53 -4.06
H -2.49 1.96 -5.00
H -1.97 3.94 -1.35
H 0.31 3.42 -1.03
H 0.20 5.08 -1.28
N 1.66 2.71 -4.93
C 2.56 2.29 -3.83
P 2.11 0.45 -3.74
O 2.62 -0.19 -4.97
O 0.61 0.45 -3.53
C 2.81 -0.21 -2.21
N 2.05 -1.41 -2.01
H 0.69 2.93 -4.52
H 1.55 1.90 -5.55
H 1.99 3.52 -5.46
H 2.34 2.88 -2.94
H 3.60 2.41 -4.12
H 2.64 0.45 -1.39
H 3.87 -0.41 -2.29
H 2.62 -2.24 -1.86
H 1.40 -1.59 -2.77
H 1.51 -1.32 -1.09
O -1.79 0.46 1.16
B -2.17 1.14 0.01
O -3.46 1.60 0.20
C -3.88 1.21 1.45
C -5.06 1.43 2.13
C -5.15 0.92 3.41
C -4.10 0.22 4.00
C -2.91 0.00 3.33
C -2.82 0.51 2.04
H -5.88 1.98 1.69
H -6.05 1.06 3.98
H -4.21 -0.15 5.01
H -2.08 -0.52 3.77
*
```

Computed properties:
- LUMO level: -0.092 Ha
- Relative energy (zero: lowest compared OMol25 entry of this formula, charge and spin): 7.783 eV
- HOMO: -8.61 eV
- Energy: -74447.876 eV

=====

No. 3
Below is a cluster of 2 separate species, CH4Br2N3O in total at a distorted geometry, with properties calculated with ωB97M-V with the def2-TZVPD basis set.

```
! wB97M-V def2-TZVPD RIJCOSX def2/J DEFGRID3
* xyz 1 1
C 0.06 -1.13 -0.25
N -0.18 -2.40 0.10
N -0.33 -0.18 0.65
N -0.23 1.04 0.40
O 0.78 -0.89 -1.25
Br 0.79 -3.73 -0.62
Br 1.78 2.17 -1.09
H -0.84 -2.65 0.88
H 1.10 0.17 -1.30
H -0.83 1.54 -0.35
H -0.19 1.70 1.19
*
```

Computed properties:
- LUMO level (spin up / spin down): -0.250 / -0.281 Ha
- Relative energy (zero: lowest compared OMol25 entry of this formula, charge and spin): 0.985 eV
- HOMO (spin up / spin down): -14.26 / -14.07 eV
- Energy: -147693.684 eV